(1)
C45H112F9N7O23S3 | wB97M-V/def2-TZVPD

Output
Gap between HOMO and LUMO in eV: 10.25
Charge: +4
M in u: 1386.6
2S+1: 1
HOMO level in eV: -15.721

Atoms and positions in Å:
C (0.491, -7.364, 4.104)
O (0.539, -6.141, 3.464)
C (1.699, -6.168, 2.672)
C (1.716, -4.902, 1.974)
N (0.725, -4.772, 0.867)
H (-0.193, -4.969, 1.121)
H (0.892, -3.823, 0.505)
C (1.106, -5.699, -0.289)
C (0.364, -5.375, -1.551)
O (-0.944, -5.816, -1.345)
C (-1.829, -5.506, -2.364)
H (1.407, -7.546, 4.626)
H (0.310, -8.183, 3.397)
H (-0.299, -7.308, 4.827)
H (1.670, -7.027, 1.977)
H (2.542, -6.402, 3.298)
H (2.687, -4.758, 1.475)
H (1.531, -4.091, 2.683)
H (0.751, -6.689, -0.090)
H (2.130, -5.660, -0.396)
H (0.929, -5.933, -2.335)
H (0.482, -4.275, -1.663)
H (-2.821, -5.880, -2.116)
H (-1.382, -5.937, -3.232)
H (-1.942, -4.422, -2.464)
C (1.948, 8.130, 6.307)
O (3.260, 7.650, 6.014)
C (4.199, 8.581, 5.549)
C (5.474, 7.854, 5.248)
N (5.225, 6.845, 4.198)
H (4.357, 6.305, 4.558)
H (4.893, 7.235, 3.291)
C (6.298, 5.883, 3.975)
C (5.997, 5.097, 2.720)
O (6.073, 6.038, 1.686)
C (6.723, 5.496, 0.552)
H (1.873, 8.938, 7.116)
H (1.392, 7.271, 6.694)
H (1.470, 8.456, 5.375)
H (4.400, 9.439, 6.274)
H (3.883, 9.008, 4.606)
H (5.800, 7.365, 6.188)
H (6.316, 8.496, 4.855)
H (6.231, 5.256, 4.898)
H (7.243, 6.501, 3.955)
H (5.027, 4.546, 2.714)
H (6.703, 4.272, 2.532)
H (6.289, 4.538, 0.192)
H (7.793, 5.283, 0.671)
H (6.583, 6.227, -0.234)
C (-2.371, 1.700, -8.294)
O (-3.185, 1.435, -9.420)
C (-2.368, 0.987, -10.484)
C (-3.417, 0.877, -11.607)
N (-4.118, 2.188, -11.704)
H (-4.392, 2.419, -10.788)
H (-3.499, 2.885, -12.066)
C (-5.399, 2.145, -12.614)
C (-5.903, 3.542, -12.768)
O (-4.823, 4.296, -13.105)
C (-5.156, 5.580, -13.613)
H (-2.868, 2.395, -7.633)
H (-1.407, 2.166, -8.583)
H (-2.074, 0.819, -7.762)
H (-1.880, 0.000, -10.241)
H (-1.567, 1.637, -10.757)
H (-4.113, 0.085, -11.273)
H (-3.006, 0.553, -12.543)
H (-6.039, 1.392, -12.170)
H (-5.004, 1.961, -13.601)
H (-6.365, 3.901, -11.823)
H (-6.706, 3.640, -13.513)
H (-5.814, 6.120, -12.932)
H (-5.653, 5.568, -14.571)
H (-4.176, 6.012, -13.767)
C (7.756, -3.070, -6.357)
O (6.935, -3.841, -5.463)
C (6.133, -3.078, -4.566)
C (6.897, -2.886, -3.291)
N (7.443, -4.253, -2.898)
H (7.571, -4.871, -3.711)
H (8.378, -4.117, -2.483)
C (6.553, -5.036, -1.990)
C (7.288, -6.296, -1.450)
O (8.270, -5.787, -0.583)
C (9.095, -6.812, -0.011)
H (8.146, -2.200, -5.835)
H (7.336, -2.941, -7.409)
H (8.614, -3.744, -6.413)
H (5.147, -3.456, -4.542)
H (6.019, -2.051, -5.041)
H (6.496, -2.519, -2.411)
H (7.808, -2.382, -3.571)
H (5.661, -5.456, -2.530)
H (6.125, -4.409, -1.257)
H (7.706, -6.926, -2.284)
H (6.645, -6.994, -0.953)
H (8.365, -7.422, 0.661)
H (9.766, -6.273, 0.707)
H (9.631, -7.524, -0.632)
C (-2.896, -8.002, 0.262)
O (-2.785, -6.779, 0.920)
C (-3.491, -6.729, 2.177)
C (-3.649, -5.179, 2.481)
N (-4.073, -4.588, 1.186)
H (-3.805, -3.653, 1.146)
H (-3.507, -5.136, 0.517)
C (-5.605, -4.649, 1.078)
C (-6.108, -4.397, -0.314)
O (-5.574, -5.363, -1.164)
C (-6.134, -5.515, -2.430)
H (-2.445, -8.813, 0.787)
H (-2.330, -7.947, -0.704)
H (-3.967, -8.259, 0.039)
H (-2.943, -7.173, 3.031)
H (-4.466, -7.218, 2.078)
H (-2.659, -4.762, 2.636)
H (-4.357, -4.951, 3.282)
H (-5.945, -3.924, 1.796)
H (-5.875, -5.663, 1.438)
H (-5.849, -3.406, -0.764)
H (-7.213, -4.471, -0.417)
H (-6.112, -4.583, -2.929)
H (-7.223, -5.789, -2.377)
H (-5.499, -6.234, -2.947)
C (1.386, 1.200, 9.224)
O (0.501, 1.809, 8.297)
C (0.973, 1.773, 6.947)
C (-0.173, 2.055, 6.057)
N (-0.565, 3.536, 6.133)
H (0.289, 4.095, 6.143)
H (-1.071, 3.753, 5.236)
C (-1.536, 4.054, 7.209)
C (-2.198, 5.296, 6.699)
O (-2.780, 5.032, 5.478)
C (-3.509, 6.105, 4.916)
H (2.354, 1.645, 9.337)
H (1.510, 0.118, 9.142)
H (1.006, 1.391, 10.211)
H (1.393, 0.771, 6.722)
H (1.836, 2.410, 6.853)
H (-1.126, 1.459, 6.271)
H (-0.011, 1.763, 5.034)
H (-1.008, 4.183, 8.131)
H (-2.232, 3.176, 7.462)
H (-1.443, 6.028, 6.630)
H (-2.928, 5.622, 7.508)
H (-2.893, 6.970, 4.698)
H (-4.284, 6.394, 5.652)
H (-4.003, 5.797, 3.971)
C (-4.175, 5.962, -0.406)
O (-4.044, 4.873, 0.603)
C (-2.784, 4.206, 0.405)
C (-2.604, 2.998, 1.225)
N (-3.854, 2.046, 1.173)
H (-4.364, 2.123, 0.283)
H (-3.549, 1.048, 1.211)
C (-4.905, 2.365, 2.161)
C (-6.109, 1.467, 1.850)
O (-6.430, 1.855, 0.513)
C (-7.262, 0.941, -0.177)
H (-4.046, 5.507, -1.421)
H (-3.470, 6.837, -0.290)
H (-5.210, 6.313, -0.331)
H (-1.940, 4.889, 0.583)
H (-2.600, 3.910, -0.636)
H (-2.415, 3.183, 2.355)
H (-1.847, 2.336, 0.784)
H (-5.237, 3.410, 2.081)
H (-4.506, 2.233, 3.147)
H (-6.988, 1.573, 2.604)
H (-5.905, 0.398, 1.713)
H (-8.241, 0.812, 0.308)
H (-6.788, -0.050, -0.313)
H (-7.555, 1.386, -1.112)
C (4.462, -2.199, 0.953)
F (4.417, -0.860, 1.013)
F (5.748, -2.513, 0.929)
F (3.987, -2.787, 2.089)
S (3.486, -2.785, -0.439)
O (3.681, -4.224, -0.601)
O (2.098, -2.502, -0.020)
O (4.011, -1.997, -1.530)
C (1.209, 4.778, 2.050)
F (2.178, 4.453, 1.185)
F (0.751, 5.998, 1.589)
F (0.230, 3.887, 1.995)
S (1.638, 4.789, 3.827)
O (0.440, 5.344, 4.365)
O (1.835, 3.445, 4.284)
O (2.755, 5.710, 3.862)
C (-1.092, -1.042, 2.862)
F (-0.235, -0.275, 2.193)
F (-0.466, -2.086, 3.387)
F (-1.651, -0.316, 3.872)
S (-2.373, -1.606, 1.682)
O (-3.581, -2.123, 2.271)
O (-2.555, -0.361, 1.010)
O (-1.617, -2.623, 0.959)

---

(2)
C45H117N7O14 | wB97M-V/def2-TZVPD

Output
Gap between HOMO and LUMO in eV: 8.43
Charge: 0
M in u: 980.5
Energy above the lowest of the compared OMol25 structures with the same formula, charge and spin in kJ/mol: 0.0
2S+1: 1
HOMO level in eV: -8.046
SMILES: COC[C@H](C)N.COC[C@H](C)N.COC[C@H](C)N.COCCNCCOC.COCCNCCOC.COCCNCCOC.COCCNCCOC.CC(C)O.CC(C)O.CC(C)O

Atoms and positions in Å:
C (0.486, -5.049, 1.411)
O (1.724, -4.334, 1.453)
C (2.627, -4.707, 0.417)
C (4.034, -4.152, 0.648)
C (4.164, -2.636, 0.614)
N (4.958, -4.668, -0.349)
H (-0.131, -4.592, 2.213)
H (0.695, -6.074, 1.671)
H (-0.020, -4.922, 0.458)
H (2.651, -5.768, 0.223)
H (2.262, -4.246, -0.523)
H (4.374, -4.525, 1.638)
H (3.380, -2.007, 1.077)
H (4.159, -2.432, -0.460)
H (5.098, -2.303, 1.095)
H (5.000, -5.663, -0.206)
H (4.601, -4.650, -1.290)
C (-0.529, 4.336, 0.161)
O (-1.117, 5.553, 0.572)
C (-2.525, 5.502, 0.702)
C (-3.094, 6.752, 1.294)
C (-4.625, 6.667, 1.481)
N (-2.793, 8.008, 0.546)
H (-0.652, 3.557, 0.921)
H (0.544, 4.497, 0.051)
H (-0.892, 4.051, -0.848)
H (-2.873, 5.310, -0.321)
H (-2.725, 4.756, 1.415)
H (-2.594, 6.858, 2.237)
H (-5.106, 6.673, 0.506)
H (-4.986, 7.571, 1.938)
H (-4.994, 5.829, 2.072)
H (-1.792, 8.107, 0.321)
H (-3.238, 7.895, -0.370)
C (4.782, 2.084, 5.540)
O (3.433, 1.943, 5.078)
C (3.366, 1.139, 3.864)
C (3.808, 1.961, 2.710)
C (2.859, 3.142, 2.474)
N (3.923, 1.240, 1.443)
H (5.322, 2.799, 4.919)
H (5.359, 1.147, 5.610)
H (4.672, 2.547, 6.519)
H (3.883, 0.159, 3.953)
H (2.301, 0.935, 3.749)
H (4.798, 2.369, 2.974)
H (1.956, 2.772, 1.976)
H (3.253, 3.915, 1.803)
H (2.585, 3.590, 3.442)
H (4.701, 0.605, 1.363)
H (4.001, 1.974, 0.782)
C (-2.909, -2.951, -1.774)
O (-3.646, -2.986, -2.959)
C (-4.598, -1.978, -2.998)
C (-5.300, -2.139, -4.357)
N (-4.405, -1.962, -5.488)
C (-5.064, -2.225, -6.781)
C (-4.047, -2.333, -7.907)
O (-3.274, -3.502, -7.822)
C (-2.325, -3.583, -8.828)
H (-3.528, -2.852, -0.888)
H (-2.273, -2.076, -1.751)
H (-2.375, -3.893, -1.631)
H (-4.137, -1.007, -2.926)
H (-5.290, -2.043, -2.144)
H (-6.017, -1.319, -4.412)
H (-5.739, -3.155, -4.360)
H (-3.559, -2.571, -5.419)
H (-5.718, -1.378, -6.955)
H (-5.590, -3.186, -6.724)
H (-3.372, -1.452, -7.887)
H (-4.519, -2.272, -8.904)
H (-1.612, -2.789, -8.892)
H (-2.829, -3.699, -9.818)
H (-1.711, -4.500, -8.723)
C (3.153, -9.451, 2.823)
O (3.414, -8.438, 3.743)
C (4.226, -7.363, 3.268)
C (4.170, -6.256, 4.311)
N (2.927, -5.424, 4.253)
C (3.123, -4.243, 5.049)
C (1.933, -3.354, 5.067)
O (2.401, -2.129, 5.576)
C (1.404, -1.120, 5.532)
H (2.794, -9.004, 1.912)
H (2.344, -9.988, 3.283)
H (4.021, -10.026, 2.675)
H (3.846, -7.020, 2.284)
H (5.311, -7.596, 3.135)
H (5.053, -5.629, 4.225)
H (4.193, -6.692, 5.304)
H (2.734, -5.160, 3.282)
H (3.976, -3.687, 4.661)
H (3.419, -4.633, 6.044)
H (1.180, -3.733, 5.739)
H (1.505, -3.260, 4.053)
H (1.002, -0.997, 4.520)
H (1.883, -0.247, 5.927)
H (0.574, -1.430, 6.175)
C (-3.242, 0.767, -0.887)
O (-2.982, 1.036, -2.272)
C (-3.504, 2.283, -2.710)
C (-3.359, 2.282, -4.220)
N (-4.183, 1.268, -4.887)
C (-4.589, 1.509, -6.261)
C (-3.610, 1.525, -7.417)
O (-2.787, 2.714, -7.315)
C (-1.936, 2.816, -8.433)
H (-4.297, 0.506, -0.742)
H (-3.172, 1.702, -0.312)
H (-2.537, 0.000, -0.481)
H (-2.905, 3.102, -2.249)
H (-4.576, 2.409, -2.465)
H (-2.277, 2.281, -4.569)
H (-3.701, 3.234, -4.614)
H (-3.745, 0.368, -4.793)
H (-5.212, 2.404, -6.295)
H (-5.300, 0.710, -6.421)
H (-4.147, 1.649, -8.328)
H (-2.985, 0.631, -7.426)
H (-2.501, 3.100, -9.350)
H (-1.450, 1.843, -8.635)
H (-1.258, 3.595, -8.216)
C (-1.137, 5.255, 8.615)
O (-0.703, 4.929, 7.304)
C (0.314, 3.978, 7.239)
C (0.478, 3.548, 5.765)
N (-0.696, 3.032, 5.198)
C (-0.613, 2.706, 3.800)
C (-1.893, 2.168, 3.254)
O (-2.931, 3.088, 3.396)
C (-4.237, 2.572, 3.220)
H (-1.866, 6.044, 8.473)
H (-0.306, 5.587, 9.264)
H (-1.542, 4.383, 9.117)
H (0.053, 3.037, 7.712)
H (1.270, 4.366, 7.583)
H (1.300, 2.798, 5.644)
H (0.786, 4.455, 5.250)
H (-1.513, 3.600, 5.334)
H (0.214, 2.034, 3.602)
H (-0.337, 3.614, 3.243)
H (-2.138, 1.263, 3.836)
H (-1.737, 1.851, 2.211)
H (-4.340, 2.192, 2.200)
H (-4.892, 3.413, 3.325)
H (-4.416, 1.698, 3.836)
C (2.686, 3.741, -1.731)
C (4.214, 3.780, -1.892)
C (4.696, 4.997, -1.149)
O (4.924, 2.694, -1.273)
H (2.318, 2.855, -2.276)
H (2.270, 4.700, -1.990)
H (2.393, 3.468, -0.731)
H (4.466, 3.840, -2.932)
H (4.288, 5.940, -1.542)
H (5.780, 5.095, -1.225)
H (4.443, 4.836, -0.094)
H (4.712, 1.860, -1.721)
C (0.307, -2.760, -3.170)
C (1.048, -3.867, -3.835)
C (1.147, -3.801, -5.349)
O (2.345, -3.904, -3.215)
H (0.331, -2.999, -2.102)
H (-0.743, -2.631, -3.481)
H (0.789, -1.811, -3.358)
H (0.567, -4.838, -3.597)
H (0.192, -4.007, -5.885)
H (1.864, -4.576, -5.578)
H (1.567, -2.846, -5.633)
H (2.827, -4.690, -3.499)
C (-0.482, -1.269, 1.087)
C (0.759, -0.560, 0.494)
C (0.346, 0.244, -0.698)
O (1.234, 0.254, 1.577)
H (-0.840, -2.038, 0.407)
H (-1.329, -0.598, 1.262)
H (-0.222, -1.812, 2.001)
H (1.463, -1.305, 0.118)
H (1.221, 0.837, -0.960)
H (-0.492, 0.900, -0.464)
H (0.047, -0.399, -1.529)
H (2.177, 0.536, 1.380)

---

> Among the records above, which one has the lowest M?

C45H117N7O14